Entry 1:
Formula: C32H46EuF7N2OPTe
Source: OMol25
Level of theory: wB97M-V/def2-TZVPD

Values from the calculation:
Electronic energy   -3450.27616 hartree
E_HOMO (spin up / spin down)   0.12 / -0.99 eV
E_LUMO (spin up / spin down)   3.9925 / 3.0197 eV
Charge   -2
Energy relative to the best compared isomer or geometry (same formula, charge and spin)   0.00 kJ/mol
Spin multiplicity   8

Atoms and positions in Å:
Eu 1.121 -1.602 -1.662
Te -1.977 -0.812 -0.649
P -4.315 1.646 2.303
F -0.196 0.165 -0.562
F -1.307 -0.853 -2.587
F -2.247 1.260 -0.685
F 2.690 -6.649 3.229
F 2.464 -6.568 1.077
F 2.027 -3.391 -2.651
F -2.066 -0.389 1.272
O -0.767 -2.223 -0.335
N 3.905 -1.894 -0.821
N 4.041 -0.746 -0.201
C 2.435 1.279 2.329
C 1.064 -0.657 1.844
C 2.819 -0.258 -4.049
C -6.177 1.740 0.372
C 1.272 1.247 -3.222
C 3.854 1.300 -2.306
C -6.036 2.344 1.775
C -0.655 0.783 -4.928
C 5.088 -2.564 -1.034
C 7.490 -3.966 -0.607
C 4.068 -1.044 -4.265
C -4.750 -1.178 2.916
C 6.335 -1.836 -0.830
C 3.335 0.907 1.331
C 0.675 0.522 -4.305
C 1.576 -0.406 -4.765
C 5.167 -3.970 -1.296
C 2.661 0.800 -3.108
C -4.669 0.258 3.507
C -3.782 3.060 3.449
C -3.972 3.079 4.976
C 3.041 -0.305 0.625
C 1.359 -1.346 -5.950
C 0.588 2.297 -2.516
C 7.501 -2.547 -0.543
C 6.353 -4.606 -0.987
C -2.313 3.101 3.046
C 1.365 0.456 2.679
C 2.410 -5.774 2.194
C 1.846 -1.003 0.766
C -5.916 0.350 4.355
C -6.223 3.868 1.685
H -0.846 0.142 -5.786
H 8.394 -4.445 -0.286
H -3.619 4.076 5.360
H 4.482 -1.178 -3.254
H 4.469 1.989 -2.961
H 4.252 1.362 1.069
H 3.545 1.938 -1.475
H -6.790 1.915 2.461
H -3.855 -1.446 2.280
H 1.332 2.819 -1.817
H 3.743 -2.012 -4.662
H 0.698 0.627 3.507
H -4.192 3.978 3.071
H -7.027 2.282 -0.045
H -2.050 3.068 1.986
H 0.099 2.990 -3.169
H -5.838 -0.531 5.068
H -6.836 0.327 3.826
H 2.103 -1.220 -6.768
H 2.478 2.288 2.770
H 4.453 0.407 -2.066
H -3.810 0.394 4.161
H 0.089 -1.165 2.019
H -6.440 0.648 0.358
H 8.331 -1.860 -0.223
H -1.536 0.645 -4.218
H -5.740 -1.334 2.445
H -5.016 2.955 5.293
H -6.225 4.431 2.625
H -0.753 1.813 -5.332
H -4.711 -1.919 3.746
H -7.186 4.071 1.161
H -0.232 1.911 -1.904
H -1.782 2.249 3.581
H 6.305 -0.782 -0.637
H 4.238 -4.518 -1.469
H -5.469 4.294 1.033
H -5.988 1.312 4.848
H -1.811 4.032 3.413
H 4.845 -0.617 -4.934
H 0.347 -1.112 -6.445
H 6.369 -5.694 -1.094
H -3.292 2.312 5.333
H 3.172 -4.991 2.159
H -5.334 2.024 -0.261
H 1.453 -2.351 -5.634

---

Entry 2:
Formula: C32H46F3NO3
Source: OMol25
Level of theory: wB97M-V/def2-TZVPD

Values from the calculation:
SMILES string   NCCCCc1cccc2c1C(=O)c1cc(COC(F)(F)F)ccc1C2=O.CCCCCC.CCCCCC
Electronic energy   -1827.04550 hartree
E_HOMO   -8.94 eV
E_LUMO   -0.6350 eV
Charge   0

Atoms and positions in Å:
F -5.780 4.664 3.179
F -5.084 5.029 1.182
F -5.130 3.006 1.906
O 0.438 -1.563 2.389
O -3.611 4.422 2.702
O 2.041 2.558 3.944
N 5.172 -0.008 2.974
C 1.424 2.034 3.034
C 2.074 1.478 1.784
C 3.546 1.544 -0.039
C 2.079 -0.312 0.194
C -0.940 2.813 3.498
C -4.423 -0.096 -0.488
C -1.885 0.340 2.603
C 3.833 -5.069 -4.041
C 3.636 3.471 1.583
C -3.252 1.923 -1.513
C 5.873 2.319 2.274
C 3.061 0.357 -0.503
C -4.582 1.277 -1.139
C -0.197 -3.254 -2.144
C -4.868 4.281 2.260
C 2.458 -5.514 -3.552
C 1.592 0.262 1.333
C 1.208 -3.375 -4.271
C 5.984 1.171 3.307
C -0.544 0.620 2.627
C 1.305 -4.900 -4.345
C -3.767 -1.161 -1.366
C -0.076 1.834 3.071
C -4.470 -1.437 -2.694
C -2.285 2.540 3.446
C -3.325 3.580 3.847
C 3.080 2.147 1.116
C -5.886 -1.979 -2.527
C 0.483 -0.374 2.137
C -2.754 1.314 3.022
C 1.074 -2.805 -2.860
C 4.753 3.334 2.643
H 5.236 4.314 2.726
H 2.393 -6.602 -3.635
H -2.709 1.331 -2.253
H 0.366 -5.344 -4.001
H -2.919 4.172 4.669
H -5.406 -0.444 -0.158
H 4.619 -5.557 -3.462
H 1.676 -1.257 -0.155
H -3.416 2.913 -1.942
H -2.196 -0.637 2.250
H 4.844 0.014 2.016
H -5.101 1.932 -0.435
H 0.348 -3.054 -4.867
H 1.068 -1.713 -2.930
H -0.222 -4.336 -2.005
H 6.831 2.842 2.198
H 4.348 -0.053 3.561
H -5.222 1.212 -2.023
H -1.085 -2.958 -2.707
H -0.256 -2.794 -1.156
H 3.970 -3.991 -3.937
H 5.665 1.528 4.291
H -4.492 -0.533 -3.309
H -3.712 -2.093 -0.793
H 4.329 2.056 -0.594
H 5.708 1.841 1.302
H -6.331 -2.188 -3.501
H 2.085 -2.930 -4.750
H -4.205 3.037 4.190
H 2.842 4.131 1.944
H 4.074 3.971 0.710
H 2.354 -5.283 -2.488
H -2.730 -0.874 -1.567
H 4.364 3.066 3.625
H 7.037 0.875 3.379
H -5.881 -2.909 -1.954
H -3.825 1.149 2.992
H -2.615 2.040 -0.633
H 1.404 -5.189 -5.397
H -6.534 -1.265 -2.017
H -0.583 3.780 3.838
H 3.403 -0.112 -1.419
H -3.823 0.012 0.422
H 1.948 -3.069 -2.257
H 3.976 -5.333 -5.091
H -3.879 -2.171 -3.250

---

Q: What is the electronic energy in the second record?
A: -1827.04550 hartree

---

Q: Which value of charge does entry 2 give?
A: 0